[1]
The following is a DFT calculation (the ωB97M-V functional and the def2-TZVPD basis) of C4H7PS as an isolated structure in a non-equilibrium geometry.

The geometry in XYZ format:
```
13
Properties=species:S:1:pos:R:3:lowdin_spin:R:1
C -1.443 -0.900 0.188 0.07
C 0.185 -0.019 1.411 0.08
C -0.541 0.274 0.132 0.34
C 1.079 -0.322 -1.394 0.73
P -0.883 -1.574 1.591 0.47
S -0.884 1.817 -0.558 0.18
H -2.197 -1.334 -0.515 0.00
H 1.218 -0.016 1.172 0.01
H 0.031 0.766 2.304 0.00
H 1.780 0.500 -1.721 0.04
H 0.435 -0.633 -2.195 0.04
H 1.547 -1.133 -0.824 0.04
H -0.327 2.573 0.410 0.01
```

The calculation puts the strongest force on any atom at 5.222 eV/Å. The expectation value of S² is 2.02. Its highest occupied orbital energy (alpha / beta) is -6.2 / -9.2 eV. The total charge is 0. Its spin multiplicity is 3. The calculation puts the HOMO-LUMO gap (alpha / beta) at 0.2512 / 0.2811 Eh.

[2]
The following is a DFT calculation (the ωB97M-V functional and the def2-TZVPD basis) of an isolated ion of composition C5H15N2O and charge +1 in a non-equilibrium geometry.

The geometry in XYZ format:
```
23
Properties=species:S:1:pos:R:3:lowdin_charge:R:1
C 1.647 1.780 -1.012 -0.04
C 0.725 0.611 -0.687 -0.39
C 1.082 -0.663 -1.410 -0.16
O -0.027 -1.588 -1.281 -0.09
N 0.554 0.287 0.738 -0.05
C -0.522 0.908 1.481 -0.19
C -1.795 0.138 1.104 -0.14
N -1.495 -1.306 1.115 0.17
H 2.676 1.730 -0.654 0.09
H 1.256 2.687 -0.522 0.09
H 1.701 2.084 -2.056 0.09
H -0.278 0.975 -0.956 0.14
H 1.317 -0.549 -2.471 0.13
H 1.908 -1.179 -0.928 0.14
H -0.833 -1.366 -1.742 0.09
H 1.400 0.533 1.231 0.13
H -0.716 1.970 1.337 0.13
H -0.301 0.740 2.542 0.13
H -2.596 0.394 1.795 0.14
H -2.035 0.454 0.093 0.12
H -0.627 -1.508 0.566 0.13
H -2.270 -1.838 0.698 0.18
H -1.393 -1.688 2.056 0.18
```

The calculation puts the strongest force on any atom at 1.571 eV/Å. The SMILES is C[C@@H](CO)NCC[NH3+]. Its highest occupied orbital energy is -13.5 eV. The total charge is +1. The calculation puts the HOMO-LUMO gap at 0.3806 Eh.

Across the entries above, E takes the values -895.929847; -384.009040 a.u., respectively.
Across the entries above, energy above the lowest of the compared OMol25 structures with the same formula, charge and spin takes the values 47.55; 26.35 kcal/mol, respectively.